121
Properties=species:S:1:pos:R:3:forces:R:3:lowdin_charge:R:1 method="wB97M-V/def2-TZVPD" largest_force_ev_per_a=0.86 e_above_lowest_kj_mol=167.2 gap_ev="4.73 / 4.75" e_homo_ev="-1.64 / -1.64" total_charge=-2
Cs -0.711 0.487 0.307 0.5336 -0.6731 -0.0169 1.147
C 2.401 4.220 -1.155 0.0078 0.0361 0.0030 -0.176
Si 2.298 3.188 -2.738 0.0101 0.2072 -0.0400 0.269
C 4.070 2.983 -3.397 0.0257 -0.0390 0.0002 -0.186
C 1.450 4.354 -3.978 0.0833 0.0591 0.0406 -0.182
N 1.552 1.736 -2.420 0.1045 0.0447 0.3220 -0.261
P 0.721 0.612 -3.163 -0.6753 -0.2129 -0.0396 0.545
C 0.222 -0.688 -2.291 0.1852 -0.2461 -0.1359 -0.579
P -0.920 -1.865 -2.217 0.3151 0.1240 -0.5823 0.515
N -1.660 -2.142 -0.840 -0.2862 0.1072 0.2526 -0.352
Si -2.619 -3.343 -0.189 0.0609 -0.1266 -0.0726 0.257
C -3.357 -2.746 1.446 0.0014 0.0192 0.0611 -0.188
C -4.108 -3.875 -1.240 -0.0266 -0.0382 0.0719 -0.183
C -1.679 -4.943 0.208 -0.0318 0.0086 0.1225 -0.173
C -0.204 -3.511 -2.656 0.0930 -0.1441 -0.0856 -0.265
C 1.082 -3.778 -2.183 0.0271 -0.2268 -0.0848 -0.099
C 1.655 -5.036 -2.337 -0.0599 0.1600 0.0313 -0.100
C 0.953 -6.047 -2.982 -0.0123 -0.0226 -0.0149 -0.125
C -0.325 -5.793 -3.461 -0.0618 0.0299 -0.0205 -0.112
C -0.903 -4.539 -3.293 0.2140 -0.0166 0.1148 -0.110
C -2.216 -1.659 -3.518 0.0204 -0.0078 -0.0354 -0.265
C -3.416 -1.031 -3.189 -0.0409 -0.0275 -0.1299 -0.087
C -4.386 -0.792 -4.156 0.0412 0.0088 0.0811 -0.095
C -4.180 -1.199 -5.467 0.0299 -0.0178 -0.0122 -0.123
C -2.981 -1.813 -5.812 0.0528 0.0007 0.0002 -0.109
C -2.001 -2.020 -4.849 -0.1066 0.0626 0.0112 -0.111
C -0.738 1.473 -3.912 0.0660 -0.0054 -0.0913 -0.257
C -1.413 2.385 -3.097 -0.1429 0.0338 -0.1135 -0.103
C -2.576 3.012 -3.528 0.1099 -0.0516 0.0715 -0.089
C -3.081 2.745 -4.795 -0.0042 -0.0247 -0.0399 -0.115
C -2.423 1.839 -5.614 0.0099 -0.0216 0.0005 -0.107
C -1.266 1.205 -5.174 -0.0452 0.0349 0.0687 -0.100
C 1.726 0.140 -4.631 0.0101 -0.0601 -0.1871 -0.256
C 2.425 -1.065 -4.593 0.0692 -0.0326 -0.1916 -0.075
C 3.282 -1.427 -5.629 -0.1088 0.0606 0.0810 -0.100
C 3.435 -0.591 -6.728 0.0119 -0.0161 0.0195 -0.125
C 2.732 0.606 -6.783 -0.0449 0.0499 0.0016 -0.108
C 1.888 0.971 -5.741 0.1562 -0.1499 0.0420 -0.108
H 3.074 5.080 -1.273 -0.0714 -0.0609 0.0100 0.018
H 2.740 3.635 -0.297 -0.0039 0.0319 -0.0512 0.003
H 1.404 4.600 -0.904 0.0690 -0.0284 -0.0053 0.027
H 4.656 3.907 -3.320 -0.0571 -0.0599 -0.0202 0.014
H 4.046 2.677 -4.449 0.0069 0.0045 0.0605 0.009
H 4.597 2.193 -2.851 -0.0105 0.0646 -0.0266 0.006
H 1.974 5.319 -3.965 -0.0555 -0.0338 -0.0201 0.017
H 0.407 4.530 -3.703 0.0370 -0.0127 -0.0094 0.014
H 1.467 3.985 -5.007 -0.0014 -0.0261 0.0518 0.005
H -3.959 -1.849 1.269 -0.0164 0.0117 0.0297 0.019
H -2.567 -2.481 2.157 -0.0648 -0.0246 -0.0403 0.006
H -4.002 -3.502 1.913 0.0720 0.0611 -0.0455 0.020
H -4.774 -3.029 -1.438 0.0242 -0.0385 0.0121 0.015
H -4.683 -4.649 -0.713 0.0209 0.0538 -0.0610 0.016
H -3.800 -4.281 -2.208 0.0025 0.0245 0.0444 0.010
H -0.777 -4.712 0.787 -0.0694 -0.0248 -0.0337 0.012
H -1.359 -5.464 -0.699 -0.0005 0.0354 0.0081 0.007
H -2.298 -5.632 0.798 0.0511 0.0456 -0.0419 0.017
H 1.622 -2.976 -1.690 -0.0247 0.0271 -0.0156 0.093
H 2.653 -5.226 -1.954 -0.0253 0.0059 -0.0098 0.091
H 1.400 -7.028 -3.108 -0.0111 0.0089 -0.0031 0.085
H -0.883 -6.578 -3.961 0.0200 0.0086 0.0089 0.091
H -1.910 -4.365 -3.651 -0.0009 0.0042 -0.0063 0.090
H -3.586 -0.737 -2.159 0.0117 0.0008 0.0107 0.102
H -5.306 -0.287 -3.882 0.0262 -0.0136 -0.0045 0.097
H -4.941 -1.021 -6.219 0.0161 -0.0098 0.0012 0.088
H -2.800 -2.115 -6.838 -0.0067 0.0101 0.0211 0.092
H -1.053 -2.464 -5.135 -0.0094 -0.0027 0.0078 0.108
H -1.021 2.616 -2.112 0.0199 -0.0060 0.0025 0.086
H -3.085 3.704 -2.867 0.0086 -0.0120 -0.0157 0.099
H -3.990 3.231 -5.134 0.0168 -0.0126 0.0004 0.087
H -2.819 1.604 -6.596 -0.0010 0.0105 0.0193 0.093
H -0.776 0.485 -5.820 -0.0142 0.0180 0.0184 0.097
H 2.272 -1.721 -3.743 -0.0244 0.0362 0.0167 0.079
H 3.820 -2.367 -5.580 -0.0056 0.0157 -0.0035 0.091
H 4.096 -0.873 -7.540 -0.0048 0.0064 0.0017 0.084
H 2.842 1.261 -7.641 0.0041 -0.0149 0.0063 0.090
H 1.348 1.910 -5.787 0.0168 0.0059 -0.0024 0.086
Br 6.593 2.121 1.591 -0.0300 -0.0119 0.0038 0.695
C 4.891 1.275 1.499 -0.0081 -0.0003 -0.0333 -0.680
C 4.148 1.341 0.340 0.0748 -0.0108 0.0434 -0.101
C 2.911 0.700 0.326 0.0184 -0.0768 -0.0323 -0.129
N 2.428 0.034 1.374 -0.0351 -0.0190 0.0608 0.047
C 3.166 -0.009 2.481 0.0280 0.0465 -0.0942 -0.147
C 4.409 0.593 2.603 -0.0005 -0.0169 0.0330 -0.126
H 4.492 1.873 -0.537 -0.0031 -0.0067 0.0157 0.088
H 2.312 0.750 -0.586 -0.0310 -0.0434 0.0775 0.053
H 2.747 -0.554 3.322 -0.0037 0.0210 -0.0232 0.102
H 4.970 0.533 3.524 0.0092 0.0080 -0.0149 0.091
O 0.044 -2.539 3.038 -0.2148 0.1053 0.1256 -0.008
O 0.994 -2.869 2.395 0.2200 -0.0855 -0.1720 0.002
C -7.041 -1.230 4.331 0.0246 0.0444 -0.0232 -0.056
C -7.104 -0.010 3.446 -0.0063 0.0104 0.0035 -0.231
C -8.315 0.361 2.866 -0.0116 -0.0518 0.0547 -0.072
C -8.400 1.467 2.037 0.0547 0.0625 -0.0484 -0.100
C -7.266 2.227 1.790 -0.0455 -0.0717 -0.0282 -0.026
C -6.049 1.873 2.359 0.0837 -0.0557 0.0655 -0.213
N -4.902 2.668 2.083 0.1168 -0.0570 0.0050 0.086
C -4.165 3.196 3.135 0.1101 0.1095 0.1239 -0.226
C -4.811 3.619 4.307 -0.0055 0.0317 -0.0834 -0.048
C -4.095 4.161 5.359 -0.0026 -0.0028 -0.0191 -0.116
C -2.715 4.297 5.274 0.0005 0.0024 0.0189 -0.115
C -2.070 3.862 4.126 -0.0436 0.0029 -0.0487 -0.036
C -2.759 3.309 3.053 -0.0574 0.0597 -0.0599 -0.064
C -1.937 2.797 1.863 -0.2937 0.0797 0.2275 -0.731
O -2.569 2.454 0.816 -0.3531 0.4712 0.3722 -0.237
O -0.709 2.698 2.034 -0.0586 0.4933 0.2076 -0.178
C -5.954 0.743 3.188 0.0114 0.0321 0.0056 -0.151
C -4.625 0.366 3.787 -0.0326 -0.0559 -0.0415 -0.010
H -8.036 -1.650 4.482 -0.0019 0.0029 -0.0102 0.067
H -6.619 -0.989 5.309 -0.0110 -0.0168 -0.0073 0.081
H -6.408 -2.004 3.890 -0.0176 -0.0011 0.0111 0.079
H -9.200 -0.234 3.066 0.0272 0.0145 -0.0075 0.097
H -9.348 1.738 1.587 0.0266 0.0027 0.0116 0.092
H -7.298 3.102 1.155 -0.0023 -0.0030 0.0069 0.108
H -4.255 2.347 1.348 -0.1200 0.1131 -0.1279 0.107
H -5.889 3.512 4.377 0.0365 0.0082 -0.0067 0.110
H -4.622 4.480 6.252 0.0001 0.0038 -0.0052 0.089
H -2.151 4.724 6.095 -0.0030 -0.0090 -0.0040 0.084
H -0.993 3.919 4.028 -0.0022 -0.0065 0.0062 0.109
H -4.454 0.911 4.721 0.0303 -0.0392 -0.0243 0.094
H -3.810 0.623 3.111 -0.0020 -0.0157 0.0313 0.086
H -4.564 -0.699 3.994 -0.0119 -0.0646 -0.0144 0.067